ORCA calculation (ωB97M-V/def2-TZVPD) on 6 unconnected molecules or ions with the total composition C35H55F11NO18S in a non-equilibrium geometry.

Geometry as ORCA input:
```
! RIJCOSX wB97M-V def2-TZVPD def2/J DEFGRID3
* xyz 1 1
C -0.825 0.620 -0.983
C -1.481 -0.542 -1.609
N -2.655 -1.027 -1.438
C -3.533 -0.410 -0.424
C -4.366 0.797 -0.886
C -3.874 2.127 -0.299
F -5.628 0.593 -0.329
C -2.991 -2.223 -2.256
C -4.464 -2.216 -2.694
C -5.235 -3.484 -2.287
C -5.725 -3.392 -0.874
F -6.205 -2.178 -0.464
C -5.737 -4.452 0.023
F -6.643 -5.384 -0.085
F -4.901 -4.660 1.001
C -1.862 -2.323 -3.316
C -2.219 -1.941 -4.782
C -2.380 -0.478 -5.207
C -3.316 0.421 -4.395
C -3.587 1.721 -5.187
F -2.732 1.915 -6.204
F -4.831 1.654 -5.720
C -3.550 2.989 -4.309
F -3.826 4.043 -5.082
F -4.461 2.964 -3.340
F -2.309 3.166 -3.835
C -1.256 -3.766 -3.527
C -1.462 -4.778 -2.423
O -0.535 -5.228 -1.777
F -2.705 -5.250 -2.172
C -0.780 -1.457 -2.590
C 0.142 -2.229 -1.572
S 0.505 -0.651 -3.639
O 0.615 -1.325 -4.882
O 1.721 -0.601 -2.912
F 0.051 0.846 -3.786
H -0.955 0.663 0.094
H -1.257 1.513 -1.443
H 0.225 0.622 -1.258
H -2.995 -0.195 0.493
H -4.253 -1.181 -0.146
H -4.528 0.853 -1.959
H -3.027 1.988 0.367
H -3.668 2.870 -1.065
H -4.665 2.538 0.324
H -2.985 -2.999 -1.480
H -4.604 -2.124 -3.766
H -5.029 -1.381 -2.283
H -6.122 -3.491 -2.940
H -4.716 -4.411 -2.498
H -3.112 -2.483 -5.092
H -1.427 -2.345 -5.405
H -1.446 0.056 -5.338
H -2.802 -0.503 -6.213
H -4.306 -0.005 -4.267
H -2.878 0.754 -3.454
H -0.197 -3.648 -3.719
H -1.656 -4.211 -4.437
H 0.603 -1.545 -0.871
H -0.538 -2.836 -0.971
H 0.857 -2.879 -2.057
C 3.993 2.406 2.693
O 4.175 2.918 1.368
C 3.142 2.737 0.559
O 2.104 2.194 0.847
O 3.449 3.257 -0.627
C 2.431 3.135 -1.616
H 4.900 2.615 3.248
H 3.158 2.899 3.187
H 3.838 1.329 2.670
H 1.527 3.658 -1.305
H 2.217 2.085 -1.819
H 2.812 3.597 -2.522
C 7.762 1.449 2.742
O 8.701 1.309 3.807
C 8.147 0.974 4.975
O 6.974 0.795 5.172
O 9.119 0.874 5.875
C 8.676 0.517 7.188
H 8.321 1.722 1.849
H 7.246 0.509 2.557
H 7.050 2.240 2.964
H 8.194 -0.458 7.179
H 7.999 1.272 7.582
H 9.560 0.470 7.817
C -10.302 3.731 4.039
O -10.173 2.836 2.931
C -8.938 2.390 2.727
O -7.966 2.672 3.377
O -8.959 1.573 1.673
C -7.686 1.020 1.345
H -11.349 4.016 4.093
H -10.020 3.236 4.966
H -9.698 4.623 3.885
H -7.305 0.420 2.171
H -6.984 1.808 1.092
H -7.826 0.380 0.481
C -0.626 -1.245 4.414
O -0.285 -2.631 4.368
C -0.722 -3.278 3.295
O -1.362 -2.798 2.390
O -0.336 -4.543 3.387
C -0.737 -5.373 2.294
H -0.210 -0.848 5.335
H -0.189 -0.713 3.570
H -1.707 -1.115 4.429
H -0.305 -5.016 1.360
H -1.822 -5.414 2.221
H -0.358 -6.369 2.500
C 11.271 1.148 2.975
O 12.091 1.036 1.803
C 12.403 2.201 1.244
O 12.061 3.287 1.632
O 13.161 1.959 0.174
C 13.573 3.131 -0.530
H 11.085 0.142 3.339
H 11.791 1.708 3.751
H 10.325 1.618 2.742
H 14.177 3.772 0.111
H 12.710 3.677 -0.907
H 14.178 2.799 -1.369
*
```

Calculated values
Orbital gap   0.2539 Eh
E_tot   -116249.4103 eV
HOMO energy   -10.743 eV